85
Properties=species:S:1:pos:R:3:forces:R:3 method="wB97M-V/def2-TZVPD" charge=-1 relative_energy_kj_mol=0.0 e_lumo_ha=0.050 e_homo_ha=-0.2148 multiplicity=1
K 0.3493 0.0652 0.8440 -0.017 0.103 0.077
C 1.9132 3.1183 -5.0073 -1.902 0.544 3.274
F 2.9608 2.2912 -4.9044 -0.221 0.136 -1.262
F 2.0429 4.0952 -5.8808 1.151 0.094 -0.345
F 0.7799 2.4775 -5.3896 0.698 -0.797 -0.193
S 1.5463 3.7443 -3.1936 2.303 1.684 1.086
O 1.4169 2.5438 -2.3779 -0.584 -0.501 -0.702
O 2.7375 4.5167 -2.7515 -1.179 -0.966 -1.346
O 0.3703 4.5662 -3.3647 -0.338 -0.461 -0.308
C -1.1387 -2.0574 7.3345 -1.317 2.841 -2.232
F -0.0214 -2.6417 7.0034 1.032 -1.209 -0.020
F -1.9348 -2.8314 8.0197 0.055 -0.752 1.374
F -0.7875 -0.9403 8.0291 -0.412 -0.772 0.191
S -2.1525 -1.5494 5.7821 -1.012 3.057 -0.843
O -2.8009 -2.7991 5.3625 0.639 1.021 0.674
O -3.0330 -0.4194 6.2583 1.370 -2.975 -0.330
O -1.1810 -0.9906 4.8086 -0.248 -1.219 0.858
C 5.2738 -1.5753 3.1230 -0.929 0.055 -0.300
O 5.8471 -0.5510 2.3052 0.719 2.121 0.089
P 5.4707 1.0242 2.6253 -0.989 0.029 0.105
O 3.9946 1.2390 2.5723 1.924 -0.314 0.257
O 6.1216 1.3967 4.0885 -1.434 -0.020 -2.646
C 7.4973 1.4905 4.2609 2.343 -0.382 1.017
O 6.3282 1.9440 1.5755 -0.629 -1.417 1.176
C 6.0830 1.7115 0.1957 -0.587 -0.741 -1.981
H 4.3421 -1.2003 3.5465 0.131 -0.035 0.446
H 5.9727 -1.9407 3.8754 -0.034 0.201 -0.042
H 4.9607 -2.3829 2.4613 0.349 -0.075 -0.035
H 7.7296 2.1745 5.0772 -0.452 -0.111 0.227
H 8.1859 1.8263 3.4855 -0.953 0.287 -0.928
H 7.9179 0.5161 4.5095 -0.174 -0.215 0.322
H 6.8837 1.1822 -0.3210 0.501 0.041 0.589
H 5.8689 2.5745 -0.4347 0.285 0.732 0.878
H 5.2113 1.0992 -0.0351 -0.255 -0.202 0.722
C -3.0339 -1.9164 -5.1205 0.565 -1.838 -1.371
O -2.7109 -1.3235 -3.9252 -0.947 2.117 2.989
P -3.7639 -0.4734 -2.9894 -0.676 -0.974 -0.461
O -3.1306 0.1732 -1.8233 -0.202 -0.596 -1.036
O -4.5634 0.5034 -3.9958 0.457 0.158 -0.085
C -3.8850 1.7283 -4.4606 0.154 -0.277 0.808
O -4.9201 -1.5857 -2.6449 1.457 1.116 -0.870
C -6.2751 -1.2578 -2.3091 -0.027 -0.104 -0.058
H -2.2903 -2.7044 -5.2393 0.125 -0.189 -0.035
H -2.8534 -1.2921 -5.9956 -0.619 0.439 0.134
H -3.9745 -2.4671 -5.1137 -0.356 0.554 -0.085
H -3.2194 2.0187 -3.6477 0.336 0.146 -0.366
H -4.5701 2.5624 -4.6121 -0.493 -0.504 0.150
H -3.3699 1.5574 -5.4059 0.115 -0.262 0.233
H -6.4886 -1.7643 -1.3678 -0.029 0.362 0.074
H -6.9507 -1.6665 -3.0606 0.187 -0.084 -0.163
H -6.4518 -0.1827 -2.2792 0.139 -0.056 0.294
C 3.3582 -5.9373 -3.3896 1.360 -0.998 -0.004
O 3.0402 -5.3946 -2.1254 -0.260 0.994 0.421
P 1.6365 -4.7197 -1.8977 -2.500 0.711 -1.418
O 1.5312 -3.8675 -0.7057 0.433 -0.285 -0.622
O 1.3060 -3.9294 -3.3970 -0.412 -2.668 3.198
C 1.8644 -2.6291 -3.5322 0.483 -0.352 -1.152
O 0.5723 -5.9909 -1.8635 0.524 3.437 -2.480
C 0.6697 -6.9034 -0.8558 1.311 -2.009 1.826
H 3.5767 -5.2143 -4.1755 -0.719 0.261 0.126
H 2.6278 -6.7026 -3.6521 0.060 0.167 -0.358
H 4.3299 -6.3882 -3.1880 -0.103 -0.464 -0.261
H 1.8420 -2.4528 -4.6076 -0.134 0.172 -0.041
H 2.9251 -2.7327 -3.3038 0.010 0.863 0.563
H 1.2758 -1.8386 -3.0667 0.380 -0.191 0.451
H -0.2703 -7.2834 -0.4556 -0.303 0.570 -0.331
H 1.2755 -6.5502 -0.0213 -0.192 0.243 0.235
H 1.2120 -7.7766 -1.2184 0.019 -0.270 -0.137
C -4.8147 1.6192 2.3265 0.427 -0.899 0.372
O -5.0267 3.0305 2.4100 -0.571 0.553 -0.431
P -4.1429 4.0081 3.2949 -0.018 0.325 -0.025
O -4.2819 3.7260 4.7400 0.841 0.812 -1.439
O -2.6776 3.7893 2.5946 -1.195 0.837 0.457
C -2.4857 4.2668 1.2320 0.693 0.155 0.372
O -4.6433 5.5214 2.7716 0.310 -2.270 0.497
C -4.0233 6.7522 3.1886 0.292 -0.647 -0.236
H -3.7821 1.3054 2.4795 0.336 0.543 -0.290
H -5.1542 1.2476 1.3597 -0.003 0.395 -0.023
H -5.3024 1.0295 3.1026 -0.564 0.587 0.189
H -3.3080 4.8341 0.7962 -0.263 -0.276 0.351
H -2.2294 3.4308 0.5812 -0.152 -0.062 0.130
H -1.6294 4.9391 1.2868 0.047 -0.058 -0.153
H -3.7794 7.2868 2.2706 -0.119 0.171 0.087
H -3.0874 6.5709 3.7172 -0.064 -0.010 0.174
H -4.7093 7.3267 3.8111 0.027 -0.129 -0.051

---

81
Properties=species:S:1:pos:R:3:forces:R:3 method="wB97M-V/def2-TZVPD" charge=-1 relative_energy_kj_mol=88.7 e_lumo_ha=0.070 e_homo_ha=-0.2282 multiplicity=1
N -15.7467 9.3887 21.3184 -0.184 0.542 1.547
H -15.0112 9.5774 21.9844 0.371 0.126 -0.329
H -16.4776 8.9774 21.8812 -0.333 -0.914 -0.293
H -15.4353 8.9106 20.4850 0.047 -0.598 -0.387
H -16.1940 10.2604 21.0728 -0.167 1.045 -0.389
C -13.2818 6.8207 17.9179 -2.954 0.865 -0.300
F -12.4159 7.3445 18.7125 1.994 0.892 1.370
F -12.6842 6.4965 16.7867 -0.032 -0.442 -0.376
F -13.7509 5.7073 18.5447 0.016 0.332 -0.742
S -14.6314 8.2330 17.6560 0.289 2.451 -0.930
O -15.5430 7.7166 16.6606 -0.500 -1.133 0.791
O -15.1720 8.5238 19.0164 1.168 -1.478 -2.507
O -13.9229 9.3926 17.0625 0.142 -1.813 1.565
C -16.5757 12.6342 18.8359 -0.747 0.626 2.182
F -15.2981 12.8658 19.2081 -0.331 -0.319 -0.093
F -16.9140 13.7134 18.0696 -0.004 -1.673 -0.047
F -16.6336 11.4317 18.2481 -0.029 1.256 -0.430
S -17.7612 12.5736 20.4405 -2.328 -0.068 1.000
O -17.8760 13.9591 20.9518 0.648 -1.451 -1.329
O -19.0318 11.9345 20.0218 2.264 1.411 -0.372
O -17.0706 11.7058 21.4166 0.695 0.629 -0.847
O -14.3357 8.3347 23.3285 2.244 -1.671 1.727
S -13.2790 7.6022 24.0621 -0.011 2.042 -1.155
O -13.6606 6.6164 25.0577 0.889 0.648 -1.734
O -12.1815 7.0374 22.9384 -1.247 -0.648 1.087
C -11.8860 7.8322 21.7656 0.120 1.015 -0.407
C -10.6820 7.3250 20.9697 -0.395 -0.643 0.362
C -12.0574 8.7534 24.8553 -1.832 -0.685 0.108
H -11.6580 8.8574 22.0574 -0.046 0.083 0.449
H -12.7294 7.9436 21.0840 -0.309 -0.408 0.319
H -11.0048 6.6150 20.2083 0.172 0.130 0.101
H -9.9333 6.8141 21.5751 0.004 0.247 0.244
H -10.2372 8.2000 20.4957 0.056 -0.168 -0.145
H -12.5468 9.2249 25.7075 -0.161 -0.140 -0.005
H -11.8271 9.5550 24.1536 0.461 -0.430 -0.044
H -11.3044 8.0548 25.2200 0.343 0.474 -0.360
O -19.9755 10.2272 22.5649 2.499 -2.036 2.596
S -19.0829 9.4402 23.4472 -0.727 0.560 -0.370
O -17.8516 8.7884 22.9730 -2.223 0.991 1.156
O -18.6862 10.4050 24.7696 -2.576 -0.799 -2.589
C -17.5403 10.1539 25.5105 0.975 1.123 1.397
C -17.7409 10.9359 26.8488 0.450 -0.031 -0.559
C -20.1432 8.1493 24.3528 0.527 1.219 -0.301
H -16.7341 10.6067 24.9332 0.527 -0.510 0.302
H -17.3899 9.0960 25.7261 0.101 -0.094 -0.223
H -17.6366 12.0144 26.7299 -0.257 0.022 -0.479
H -16.9575 10.7156 27.5741 -0.077 -0.511 0.033
H -18.7313 10.7450 27.2620 0.101 -0.173 0.075
H -19.9320 8.1844 25.4216 0.364 0.105 -0.131
H -19.9787 7.1373 23.9828 0.009 0.334 -0.324
H -21.1586 8.5251 24.2266 0.060 -0.262 -0.260
O -13.5407 11.2055 21.5441 0.015 1.917 3.188
S -13.6729 12.0117 22.7988 0.629 -1.174 -2.969
O -14.5728 11.5616 23.8263 1.243 0.490 -0.304
O -12.1181 12.1572 23.4605 -2.285 -0.270 0.105
C -11.0539 12.2708 22.5501 2.246 -1.199 -0.476
C -9.7142 11.7224 23.1940 -1.278 1.280 -0.329
C -14.0044 13.7178 22.3540 -0.280 0.371 0.550
H -10.8654 13.2928 22.2213 -0.312 0.222 0.211
H -11.2241 11.6617 21.6623 -0.346 0.098 -0.056
H -9.5547 12.2636 24.1267 0.017 -0.324 0.228
H -8.9048 12.0415 22.5374 0.039 -0.286 -0.133
H -9.7079 10.6410 23.3307 -0.061 0.137 0.036
H -13.4009 14.0764 21.5201 0.151 -0.430 0.117
H -13.8495 14.3302 23.2424 0.371 -0.149 0.078
H -15.0547 13.8872 22.1170 -0.184 -0.733 -0.248
O -20.4480 9.1163 19.5630 2.053 -2.187 -1.129
S -19.2845 8.2633 19.2381 -1.221 1.292 -1.136
O -18.0805 8.4209 19.9888 -0.497 -0.599 0.147
O -19.7316 6.6792 19.3480 1.612 1.067 -0.098
C -20.8649 6.2429 18.6340 -1.542 -0.372 1.238
C -21.0349 4.7496 18.9276 -0.336 -0.087 0.207
C -18.7330 8.3488 17.4214 -1.001 0.138 1.595
H -20.9362 6.5033 17.5780 0.763 -0.142 -0.163
H -21.6929 6.7766 19.1006 -0.421 -0.053 -0.139
H -20.2221 4.1115 18.5810 -0.076 0.180 -0.361
H -22.0061 4.3993 18.5780 0.117 -0.008 -0.680
H -21.1381 4.5231 19.9889 0.376 0.562 0.277
H -18.1867 9.2919 17.4035 0.007 -0.139 -0.154
H -19.6124 8.3674 16.7776 0.044 0.147 0.111
H -18.0970 7.4938 17.1924 0.094 0.182 0.335

---

57
Properties=species:S:1:pos:R:3:forces:R:3 method="wB97M-V/def2-TZVPD" charge=-1 e_lumo_ha=0.110 e_homo_ha=-0.1165 multiplicity=1
C 0.5423 -0.5248 1.7519 -0.208 -0.024 -0.071
C 0.5407 0.4488 0.5587 1.247 0.690 0.814
F -0.7011 -0.0662 -0.2708 -0.594 -0.334 -0.495
N 0.5870 1.7733 0.7685 -0.377 -0.085 -0.355
C -0.2869 2.3277 1.7661 0.052 -0.066 0.290
C -1.7669 2.5748 1.3544 0.035 0.094 -0.188
C -2.8542 1.9946 2.2609 0.049 -0.078 0.148
C -3.1907 0.5384 1.9561 0.293 0.072 0.024
N -4.4962 0.1214 2.5131 0.086 -0.076 -0.061
H -0.3972 -1.0659 1.8623 -0.052 0.015 0.000
H 1.3337 -1.2637 1.6192 0.038 -0.054 0.022
H 0.7421 0.0280 2.6686 0.041 -0.078 0.084
H 1.3514 0.1888 -0.1290 -0.242 -0.243 -0.267
H 0.1382 3.3004 2.0318 -0.007 0.071 0.147
H -0.3138 1.7548 2.7174 0.008 -0.073 -0.016
H -1.9375 3.6533 1.2884 0.043 0.049 -0.083
H -1.8748 2.1720 0.3458 -0.084 0.021 -0.057
H -3.7749 2.5782 2.1773 -0.061 -0.003 -0.108
H -2.5439 2.0782 3.3089 -0.050 0.063 0.049
H -2.3977 -0.0986 2.3530 0.005 -0.029 0.020
H -3.1567 0.3937 0.8774 -0.138 -0.021 -0.025
H -4.3876 -0.7454 3.0205 0.008 -0.036 0.103
H -5.1137 -0.1074 1.7451 -0.086 0.078 -0.054
C -4.3446 0.8736 -2.8673 0.006 -0.015 -0.001
C -3.0668 0.2354 -2.3274 -0.070 0.091 0.052
C -2.1304 -0.3118 -3.4042 0.101 0.057 0.023
O -2.5689 -1.5105 -4.0342 -0.062 -0.051 -0.049
C -3.4791 -1.3384 -5.0922 0.044 -0.027 0.025
N -3.4075 -0.7556 -1.3119 -0.039 -0.224 -0.062
H -5.0711 0.1182 -3.1740 0.008 -0.009 -0.012
H -4.8114 1.4747 -2.0872 -0.010 -0.013 0.020
H -4.1391 1.5203 -3.7239 0.001 -0.001 0.001
H -2.4915 1.0108 -1.8148 0.071 0.007 -0.022
H -1.1814 -0.5570 -2.9266 -0.026 -0.021 0.039
H -1.9393 0.4515 -4.1726 -0.012 0.014 0.020
H -3.2501 -0.4348 -5.6692 -0.013 0.008 -0.021
H -4.5159 -1.2746 -4.7479 0.002 0.029 -0.011
H -3.3869 -2.2049 -5.7488 -0.011 -0.003 -0.004
H -2.5473 -1.0425 -0.8501 0.050 0.147 0.120
H -3.7782 -1.5842 -1.7689 0.011 0.033 -0.049
C 6.3491 -1.1758 -0.2366 0.007 -0.001 -0.006
C 5.8417 -1.9769 0.9567 0.041 -0.022 -0.013
C 4.3988 -1.6534 1.3605 -0.102 -0.056 -0.008
O 4.2378 -0.4266 2.0278 0.146 0.077 0.009
C 4.0884 0.7097 1.1872 -0.066 0.067 0.054
N 6.7842 -1.8281 2.0707 -0.024 -0.007 0.011
H 6.5901 -0.1523 0.0508 -0.027 0.014 0.011
H 7.2585 -1.6288 -0.6318 0.019 0.008 0.021
H 5.6040 -1.1372 -1.0325 -0.006 0.000 0.000
H 5.8454 -3.0350 0.6720 -0.028 -0.010 -0.013
H 4.0653 -2.4192 2.0679 -0.006 0.005 0.004
H 3.7343 -1.6984 0.4866 0.027 -0.020 -0.009
H 3.5637 0.4505 0.2646 -0.002 0.020 -0.003
H 5.0573 1.1577 0.9423 -0.012 -0.024 -0.024
H 3.4765 1.4379 1.7144 -0.051 -0.021 -0.016
H 6.5148 -2.4545 2.8226 0.009 -0.019 -0.007
H 6.6578 -0.8944 2.4521 0.015 0.017 -0.002